Record 1
The following is a DFT calculation (ωB97M-V/def2-TZVPD) of a structure of composition C4H6N2 at a distorted geometry.

Structure (XYZ):
```
12
C4H6N2 (ωB97M-V/def2-TZVPD)
N 3.16 -0.15 -0.12
C 2.02 -0.22 0.06
C 0.59 -0.29 0.27
C -0.42 0.82 0.36
C -1.35 -0.28 -0.07
N -0.25 -1.14 -0.46
H 0.36 -0.43 1.37
H -0.53 1.59 1.12
H -0.08 1.01 -1.54
H -2.10 -0.09 -0.84
H -1.87 -0.67 0.82
H -0.02 0.28 -1.83
```

Output
Frontier orbital gap (spin up / spin down)   8.2 / 9.2 eV

Record 2
The following is a DFT calculation (ωB97M-V/def2-TZVPD) of an isolated molecule of C4H6N2 at a distorted geometry.

Structure (XYZ):
```
12
C4H6N2 (ωB97M-V/def2-TZVPD)
C 0.16 0.69 1.76
C -0.29 0.11 0.32
C 0.34 -1.09 0.00
N 0.42 -1.41 -1.28
N -0.18 -0.42 -1.92
C -0.66 0.59 -1.17
H 1.26 0.60 1.92
H -0.07 1.74 1.79
H -0.24 0.28 2.72
H 0.78 -1.77 0.72
H -0.29 -0.56 -2.92
H -1.21 1.25 -1.93
```

Output
Frontier orbital gap   9.6 eV

Record 3
The following is a DFT calculation (ωB97M-V/def2-TZVPD) of an isolated molecule of C4H6N2 at a distorted geometry.

Structure (XYZ):
```
12
C4H6N2 (ωB97M-V/def2-TZVPD)
C 0.28 0.09 1.83
N 0.02 0.06 0.41
C 0.63 -0.63 -0.56
C 0.00 -0.35 -1.74
C -0.97 0.61 -1.38
N -0.95 0.85 -0.07
H 1.50 -0.13 2.00
H -0.39 -0.82 2.37
H -0.08 1.21 2.24
H 1.49 -1.27 -0.30
H 0.17 -0.68 -2.75
H -1.70 1.06 -2.05
```

Output
Frontier orbital gap   10.2 eV

Record 4
The following is a DFT calculation (ωB97M-V/def2-TZVPD) of a cluster of 2 separate species, C4H6N2 in total at a distorted geometry.

Structure (XYZ):
```
12
C4H6N2 (ωB97M-V/def2-TZVPD)
C -1.08 1.27 0.77
C -2.01 0.39 0.38
C -1.69 -0.67 -0.55
N -1.44 -1.51 -1.30
H -0.05 1.20 0.43
H -1.35 2.05 1.48
H -3.03 0.41 0.74
C 1.96 -0.90 -0.62
N 1.94 0.17 0.07
H 1.04 -1.23 -1.12
H 2.85 -1.53 -0.76
H 2.86 0.35 0.48
```

Output
Frontier orbital gap   11.0 eV

Record 5
The following is a DFT calculation (ωB97M-V/def2-TZVPD) of an isolated molecule of C4H6N2 at a distorted geometry.

Structure (XYZ):
```
12
C4H6N2 (ωB97M-V/def2-TZVPD)
N -3.59 -0.51 -0.36
C -2.75 0.20 -0.02
C -1.30 1.04 0.70
N -0.05 0.25 0.79
C 0.66 -0.24 -0.38
C -0.12 -1.13 0.47
H -1.33 2.05 0.24
H -1.57 1.00 1.79
H 1.72 -0.12 -0.13
H 0.53 0.03 -1.36
H -1.03 -1.61 0.01
H 0.39 -1.77 1.14
```

Output
Frontier orbital gap   11.0 eV

Record 6
The following is a DFT calculation (ωB97M-V/def2-TZVPD) of an isolated molecule of C4H6N2 at a distorted geometry.

Structure (XYZ):
```
12
C4H6N2 (ωB97M-V/def2-TZVPD)
C 0.85 -0.82 -0.79
C 0.16 0.52 -0.64
N -1.29 0.58 -0.44
C -0.39 0.91 0.66
C -0.64 -0.63 2.62
N -0.22 0.02 1.73
H 0.44 -1.59 -0.13
H 0.75 -1.17 -1.83
H 1.92 -0.74 -0.58
H 0.57 1.32 -1.24
H -1.71 -0.34 -0.36
H -0.46 1.94 1.01
```

Output
Frontier orbital gap   11.0 eV